# 1
Density functional theory data (ωB97M-V/def2-TZVPD) for a structure of composition C28H23F5FeN5O2S at a distorted geometry.

The geometry in ORCA input format:
```
! wB97M-V def2-TZVPD RIJCOSX def2/J DEFGRID3
* xyz 2 2
Fe 0.555 0.003 0.400
C 2.880 0.684 -1.670
C 2.395 -0.589 -2.330
C 0.903 -0.547 -2.581
C 0.377 -1.057 -3.754
C -0.971 -0.897 -4.033
C -1.753 -0.172 -3.150
C -1.172 0.290 -1.990
N 0.119 0.078 -1.675
N 2.414 0.863 -0.281
C 3.097 -0.060 0.649
C 2.376 -0.152 1.990
C 2.875 -0.993 2.978
C 2.340 -0.886 4.243
C 1.312 0.031 4.487
C 0.840 0.789 3.447
N 1.384 0.718 2.212
C 2.489 2.270 0.143
C 1.125 2.876 0.054
C 0.928 4.227 -0.144
C -0.360 4.736 -0.074
C -1.408 3.875 0.207
C -1.137 2.530 0.369
N 0.102 2.034 0.266
H 2.502 1.530 -2.246
H 3.972 0.728 -1.685
H 2.687 -1.474 -1.761
H 2.900 -0.670 -3.292
H 1.030 -1.555 -4.459
H -1.398 -1.303 -4.941
H -2.796 0.032 -3.351
H -1.746 0.873 -1.287
H 4.130 0.210 0.904
H 3.155 -1.045 0.193
H 3.672 -1.694 2.762
H 2.721 -1.505 5.045
H 0.889 0.147 5.475
H 0.024 1.490 3.572
H 3.209 2.819 -0.465
H 2.828 2.326 1.175
H 1.774 4.875 -0.333
H -0.539 5.794 -0.221
H -2.423 4.231 0.305
H -1.919 1.827 0.621
F -2.248 -2.698 -1.188
C -3.208 -1.878 -0.723
C -2.869 -0.926 0.227
C -3.855 -0.081 0.699
F -3.608 0.850 1.630
C -5.151 -0.182 0.209
F -6.080 0.648 0.664
C -5.475 -1.128 -0.740
F -6.713 -1.216 -1.205
C -4.492 -1.986 -1.208
F -4.778 -2.893 -2.132
S 0.663 -4.553 -0.093
C 0.358 -4.025 1.501
C 0.451 -2.682 1.567
N 0.776 -2.069 0.365
C 0.902 -2.962 -0.590
H 0.118 -4.717 2.293
H 0.266 -2.081 2.444
H 1.114 -2.726 -1.619
O -0.999 -0.022 1.526
O -1.551 -0.965 0.604
*
```

For the total energy, the calculation gives -3665.6188 hartree. Its expectation value of S² is 0.8330.

These are the Löwdin partial charges, in e, on atoms 1 to 5:
1 Fe 0.76
2 C -0.13
3 C -0.10
4 C -0.26
5 C 0.01

---

# 2
Density functional theory data (ωB97M-V/def2-TZVPD) for an isolated molecule of C3H5NOS2 at a distorted geometry.

The geometry in ORCA input format:
```
! wB97M-V def2-TZVPD RIJCOSX def2/J DEFGRID3
* xyz 0 1
C 0.757 -0.159 0.128
C 0.294 1.031 0.900
C -0.679 1.873 0.172
H -2.200 -0.622 -0.869
H 0.263 -1.950 -0.728
H -0.264 0.724 1.788
H 1.145 1.558 1.300
H -1.085 2.647 0.832
N -0.165 -1.054 -0.333
O -1.072 1.808 -0.978
S -1.748 -1.253 0.207
S 2.350 -0.367 -0.167
*
```

For the total energy, the calculation gives -1043.6442 hartree. The SMILES is O=CCC(=S)NS.

These are the Löwdin partial charges, in e, on atoms 1 to 5:
1 C -0.92
2 C -0.22
3 C -0.28
4 H -0.13
5 H 0.11

---

# 3
Density functional theory data (ωB97M-V/def2-TZVPD) for an isolated molecule of C4H8O2.

The geometry in ORCA input format:
```
! wB97M-V def2-TZVPD RIJCOSX def2/J DEFGRID3
* xyz 0 1
C -1.644 -1.199 0.519
O -0.280 -0.866 0.435
C -0.010 -0.012 -0.648
C 1.199 2.083 1.061
O 1.840 1.562 0.061
C 1.463 0.333 -0.645
H -2.253 -0.321 0.780
H -2.017 -1.614 -0.430
H -1.746 -1.953 1.302
H -0.246 -0.515 -1.599
H 0.300 1.435 1.255
H -0.626 0.900 -0.601
H 2.026 -0.478 -0.178
H 1.836 0.493 -1.658
*
```

For the total energy, the calculation gives -307.5412 hartree.

These are the Löwdin partial charges, in e, on atoms 1 to 5:
1 C -0.11
2 O -0.20
3 C -0.25
4 C 0.05
5 O -0.17

---

# 4
Density functional theory data (ωB97M-V/def2-TZVPD) for an isolated molecule of C4H8N2O at a distorted geometry.

The geometry in ORCA input format:
```
! wB97M-V def2-TZVPD RIJCOSX def2/J DEFGRID3
* xyz 0 1
C 0.922 1.490 -0.448
C 0.499 0.180 0.210
O 0.154 0.461 1.536
C -0.728 -0.456 -0.528
N -1.613 -1.083 0.448
C 1.637 -0.792 0.188
N 2.500 -1.562 0.170
H 1.787 1.912 0.068
H 0.090 2.195 -0.350
H 1.166 1.360 -1.508
H -0.471 -0.255 1.776
H -0.380 -1.193 -1.258
H -1.239 0.340 -1.083
H -1.853 -2.038 0.214
H -2.472 -0.560 0.565
*
```

For the total energy, the calculation gives -341.9523 hartree. The SMILES is C[C@](O)(C#N)CN.

These are the Löwdin partial charges, in e, on atoms 1 to 5:
1 C -0.02
2 C -0.58
3 O -0.01
4 C -0.18
5 N 0.01

---

# 5
Density functional theory data (ωB97M-V/def2-TZVPD) for a structure of composition C34H22Cl2F12N2O4Se4Sn.

The geometry in ORCA input format:
```
! wB97M-V def2-TZVPD RIJCOSX def2/J DEFGRID3
* xyz -2 1
Sn -0.230 0.800 0.327
C -3.453 -5.136 0.222
C -2.751 -3.925 0.766
C -1.491 -4.022 1.344
C -0.833 -2.888 1.777
C -1.399 -1.617 1.656
N -0.669 -0.464 2.018
C -0.286 -0.300 3.333
C -0.676 -1.232 4.322
C -0.267 -1.155 5.635
C 0.553 -0.126 6.075
C 1.063 -0.053 7.487
C 0.863 0.850 5.140
C 0.445 0.826 3.815
C 0.758 2.039 2.916
O -0.084 2.196 1.866
C 0.616 3.388 3.699
F 0.629 4.432 2.860
F -0.548 3.427 4.364
F 1.592 3.648 4.609
C 2.232 1.898 2.427
F 3.149 1.941 3.415
F 2.392 0.706 1.813
F 2.567 2.844 1.538
C -2.672 -1.502 1.058
C -3.317 -2.663 0.633
C -3.170 -0.085 0.715
O -2.222 0.567 -0.030
C -4.409 -0.098 -0.233
F -4.097 -0.657 -1.405
F -4.824 1.156 -0.486
F -5.490 -0.770 0.234
C -3.588 0.727 2.008
F -3.082 0.233 3.145
F -3.214 2.002 1.913
F -4.932 0.728 2.199
H -3.106 -6.046 0.714
H -3.257 -5.246 -0.849
H -4.534 -5.066 0.356
H -1.001 -4.987 1.416
H 0.162 -2.964 2.200
H -1.333 -2.040 4.038
H -0.604 -1.916 6.332
H 0.502 -0.727 8.138
H 0.973 0.956 7.897
H 2.118 -0.336 7.557
H 1.458 1.689 5.476
H -4.287 -2.600 0.162
Se -1.288 -2.807 -2.372
Se -1.091 -4.905 -2.975
Se 1.855 -4.218 -1.158
Se 0.713 -2.337 -1.188
Cl 2.949 2.873 -1.800
C 3.498 1.280 -2.201
C 4.675 0.824 -1.634
C 5.098 -0.472 -1.886
C 4.355 -1.291 -2.719
C 3.195 -0.806 -3.303
Cl 2.336 -1.821 -4.411
C 2.718 0.486 -3.050
N 1.500 0.938 -3.551
C 1.420 1.837 -4.603
C 2.552 2.387 -5.201
C 2.434 3.306 -6.233
C 1.183 3.685 -6.691
C 0.054 3.126 -6.098
C 0.137 2.209 -5.063
C -1.107 1.675 -4.398
C -1.293 0.138 -4.524
O -1.960 -0.290 -5.466
O -0.720 -0.539 -3.606
H 5.227 1.478 -0.973
H 6.004 -0.846 -1.428
H 4.658 -2.308 -2.926
H 0.706 0.271 -3.485
H 3.534 2.083 -4.859
H 3.331 3.721 -6.679
H 1.079 4.403 -7.495
H -0.934 3.408 -6.445
H -1.979 2.142 -4.857
H -1.085 1.936 -3.335
*
```

For the total energy, the calculation gives -13658.3987 hartree.

These are the Löwdin partial charges, in e, on atoms 1 to 5:
1 Sn 1.27
2 C -0.06
3 C -0.30
4 C -0.06
5 C -0.08

---

# 6
Density functional theory data (ωB97M-V/def2-TZVPD) for a structure of composition C2H3N3O at a distorted geometry.

The geometry in ORCA input format:
```
! wB97M-V def2-TZVPD RIJCOSX def2/J DEFGRID3
* xyz 0 1
O -0.118 1.113 2.018
C 0.236 0.343 1.001
N -0.196 -0.787 0.667
N -0.330 -1.177 -0.559
C 0.516 0.360 -1.494
N 0.669 1.222 -0.666
H -1.087 1.095 2.116
H -0.234 -2.203 -0.559
H 0.545 0.034 -2.525
*
```

For the total energy, the calculation gives -317.3689 hartree.

These are the Löwdin partial charges, in e, on atoms 1 to 5:
1 O 0.07
2 C -0.28
3 N -0.06
4 N -0.02
5 C -0.09

---

# 7
Density functional theory data (ωB97M-V/def2-TZVPD) for the ion C4H8N with charge +1 at a distorted geometry.

The geometry in ORCA input format:
```
! wB97M-V def2-TZVPD RIJCOSX def2/J DEFGRID3
* xyz 1 1
C -0.379 -1.326 -0.387
C 0.235 -0.233 0.254
C 1.287 -0.473 1.327
C -1.007 1.425 -0.972
N 0.091 1.026 -0.098
H -1.026 -1.247 -1.255
H 1.156 -1.439 1.817
H 0.085 -2.291 -0.198
H 1.161 0.303 2.079
H 2.304 -0.406 0.945
H -1.920 0.932 -0.628
H -0.860 1.229 -2.037
H -1.126 2.500 -0.846
*
```

For the total energy, the calculation gives -211.5676 hartree.

These are the Löwdin partial charges, in e, on atoms 1 to 5:
1 C 0.35
2 C -0.34
3 C -0.01
4 C -0.04
5 N 0.19

---

# 8
Density functional theory data (ωB97M-V/def2-TZVPD) for an isolated molecule of C21H29N3O6S at a distorted geometry.

The geometry in ORCA input format:
```
! wB97M-V def2-TZVPD RIJCOSX def2/J DEFGRID3
* xyz 0 1
C -2.586 -1.396 -5.642
C -3.680 -2.144 -4.886
O -4.474 -1.292 -4.081
C -3.982 -0.824 -2.903
C -2.758 -1.181 -2.347
C -2.366 -0.655 -1.125
C -3.198 0.242 -0.435
C -4.416 0.589 -0.996
C -4.804 0.064 -2.214
H -5.753 0.334 -2.648
H -5.077 1.278 -0.495
O -2.695 0.736 0.754
C -3.604 1.231 1.719
C -4.512 0.145 2.285
H -5.134 -0.283 1.502
H -3.913 -0.649 2.724
H -5.153 0.569 3.054
H -2.962 1.631 2.508
H -4.196 2.056 1.306
N -1.150 -0.981 -0.518
C -0.115 -1.714 -1.001
O -0.088 -2.254 -2.087
C 1.063 -1.738 -0.035
C 1.963 -2.957 -0.236
C 3.152 -2.868 0.718
H 3.824 -3.714 0.569
C 3.917 -1.565 0.491
N 3.052 -0.404 0.585
S 2.692 0.134 2.127
O 3.848 -0.061 2.948
O 1.427 -0.360 2.609
C 2.503 1.854 1.789
C 1.382 2.642 1.834
O 1.726 3.890 1.497
N 3.059 3.942 1.229
C 3.544 2.743 1.395
C 4.964 2.389 1.190
H 5.564 3.290 1.105
H 5.303 1.777 2.023
H 5.062 1.799 0.279
C -0.025 2.332 2.169
H -0.063 1.356 2.646
H -0.424 3.096 2.831
H -0.636 2.313 1.266
C 1.894 -0.465 -0.274
H 1.298 0.430 -0.078
H 2.236 -0.440 -1.314
H 4.693 -1.432 1.245
H 4.373 -1.556 -0.504
H 2.795 -2.888 1.750
H 1.394 -3.869 -0.050
H 2.305 -2.982 -1.273
H 0.704 -1.718 0.998
H -1.051 -0.570 0.403
H -2.088 -1.867 -2.833
H -3.251 -2.954 -4.285
H -4.391 -2.578 -5.595
H -2.074 -2.082 -6.311
H -1.860 -0.969 -4.956
H -3.026 -0.592 -6.227
*
```

For the total energy, the calculation gives -1831.4859 hartree. The SMILES is CCOc1ccc(OCC)c(NC(=O)[C@H]2CCCN(S(=O)(=O)c3c(C)noc3C)C2)c1.

These are the Löwdin partial charges, in e, on atoms 1 to 5:
1 C -0.06
2 C -0.24
3 O -0.05
4 C -0.26
5 C 0.06

---

# 9
Density functional theory data (ωB97M-V/def2-TZVPD) for a cluster of 5 separate species, C20H25F15O10 in total at a distorted geometry.

The geometry in ORCA input format:
```
! wB97M-V def2-TZVPD RIJCOSX def2/J DEFGRID3
* xyz 0 1
C 22.356 17.123 10.060
C 21.844 17.857 11.281
O 20.385 18.024 11.046
C 19.968 19.270 11.066
O 20.643 20.229 11.302
C 18.478 19.436 10.684
F 18.292 20.697 10.318
F 18.146 18.562 9.747
F 17.670 19.288 11.742
H 23.407 16.805 10.319
H 22.289 17.692 9.123
H 21.852 16.178 9.897
H 22.356 18.777 11.500
H 21.924 17.202 12.132
C 4.924 14.918 7.891
C 5.563 13.655 8.379
O 6.845 13.958 8.921
C 7.405 13.190 9.760
O 7.065 12.183 10.309
C 8.848 13.595 10.074
F 9.660 12.561 9.972
F 9.332 14.619 9.399
F 8.880 14.036 11.435
H 3.895 14.648 7.655
H 5.394 15.419 7.082
H 4.951 15.593 8.776
H 5.945 12.932 7.682
H 4.902 13.260 9.171
C 17.380 24.258 5.633
C 17.970 22.923 5.297
O 19.161 22.693 6.087
C 19.645 21.423 6.003
O 19.112 20.471 5.554
C 21.000 21.334 6.797
F 20.885 21.916 8.006
F 21.290 20.019 6.921
F 21.906 21.946 6.160
H 16.507 24.325 4.901
H 18.069 25.067 5.436
H 16.934 24.350 6.657
H 18.309 22.927 4.286
H 17.296 22.089 5.574
C 16.854 12.568 11.844
C 17.489 13.938 11.942
O 17.051 14.626 10.650
C 17.691 14.454 9.536
O 18.723 13.866 9.390
C 16.950 15.101 8.377
F 16.501 14.097 7.559
F 15.881 15.759 8.742
F 17.782 15.864 7.712
H 15.806 12.696 11.835
H 17.087 11.986 12.734
H 17.179 11.971 10.950
H 18.578 13.911 12.017
H 17.117 14.587 12.668
C 22.779 11.572 8.227
C 21.634 11.222 7.303
O 20.629 10.419 8.057
C 19.390 10.469 7.637
O 19.031 10.851 6.543
C 18.339 9.716 8.500
F 18.463 8.413 8.317
F 18.458 9.942 9.763
F 17.083 10.089 8.190
H 23.216 10.673 8.651
H 22.376 12.122 9.070
H 23.580 12.151 7.737
H 21.911 10.540 6.470
H 21.044 12.004 6.777
*
```

For the total energy, the calculation gives -3027.5052 hartree. The SMILES is CCOC(=O)C(F)(F)F.CCOC(=O)C(F)(F)F.CCOC(=O)C(F)(F)F.CCOC(=O)C(F)(F)F.CCOC(=O)C(F)(F)F.

These are the Löwdin partial charges, in e, on atoms 1 to 5:
1 C -0.06
2 C -0.16
3 O 0.04
4 C -0.41
5 O 0.16

---

# 10
Density functional theory data (ωB97M-V/def2-TZVPD) for an isolated molecule of C7H10 at a distorted geometry.

The geometry in ORCA input format:
```
! wB97M-V def2-TZVPD RIJCOSX def2/J DEFGRID3
* xyz 0 1
C -1.819 1.132 0.288
C -1.911 -0.027 -0.418
C -0.312 1.487 0.679
C -0.412 -0.574 -0.325
C 0.570 0.299 0.268
C -0.006 -1.786 -1.042
C 2.017 0.226 0.590
H -2.684 1.875 0.282
H 0.007 2.453 0.379
H -0.385 1.589 1.753
H -2.725 -0.642 -0.736
H 0.783 -2.398 -0.431
H 0.573 -1.555 -1.882
H -0.800 -2.467 -1.338
H 2.319 -0.913 0.809
H 2.277 0.784 1.407
H 2.510 0.517 -0.282
*
```

For the total energy, the calculation gives -272.6294 hartree. The SMILES is CC1=C(C)CC=C1.

These are the Löwdin partial charges, in e, on atoms 1 to 5:
1 C -0.09
2 C -0.02
3 C -0.15
4 C -0.21
5 C -0.22

---

# 11
Density functional theory data (ωB97M-V/def2-TZVPD) for a cluster of 3 separate species, C25H45IN2O9P2 in total at a distorted geometry.

The geometry in ORCA input format:
```
! wB97M-V def2-TZVPD RIJCOSX def2/J DEFGRID3
* xyz 0 1
C 5.100 -0.208 0.957
O 5.122 1.210 0.941
C 4.308 1.641 -0.141
C 4.271 3.171 -0.268
C 3.239 3.705 -1.303
C 2.900 2.714 -2.430
C 1.952 3.295 -3.524
C 1.306 2.084 -4.312
C -0.255 2.048 -4.237
C -0.803 0.948 -3.280
C -0.173 1.031 -1.844
C -1.190 0.986 -0.706
C -1.341 -0.127 0.061
C -2.260 -0.191 1.149
N -2.323 -1.355 1.862
C -3.182 -1.287 2.852
C -3.992 -0.147 3.134
N -3.973 0.969 2.444
C -3.055 0.933 1.433
C -2.900 2.118 0.619
C -3.772 3.325 0.957
C -1.995 2.160 -0.416
I -1.810 3.979 -1.504
H 5.664 -0.636 0.108
H 5.496 -0.594 1.906
H 4.066 -0.601 0.871
H 3.276 1.269 0.037
H 4.693 1.173 -1.068
H 5.292 3.505 -0.527
H 4.086 3.575 0.742
H 2.342 4.028 -0.745
H 3.671 4.611 -1.763
H 2.454 1.816 -1.973
H 3.820 2.354 -2.929
H 2.464 4.001 -4.190
H 1.115 3.809 -3.018
H 1.684 1.110 -3.965
H 1.565 2.245 -5.371
H -0.600 1.740 -5.244
H -0.699 3.034 -4.059
H -0.459 -0.001 -3.731
H -1.902 0.902 -3.277
H 0.349 1.997 -1.756
H 0.564 0.220 -1.742
H -0.734 -1.005 -0.177
H -3.285 -2.171 3.491
H -4.682 -0.212 3.983
H -3.232 4.272 0.851
H -4.677 3.319 0.326
H -4.129 3.281 1.995
C -9.795 -1.296 7.654
O -8.907 -2.344 7.231
P -7.594 -1.855 6.314
O -8.280 -1.637 5.008
O -6.902 -3.320 6.406
C -7.668 -4.518 6.414
O -6.126 -1.171 5.934
C -5.079 -1.266 6.922
H -10.518 -1.725 8.345
H -9.245 -0.507 8.165
H -10.323 -0.886 6.793
H -8.490 -4.471 5.699
H -8.050 -4.713 7.416
H -7.007 -5.337 6.134
H -4.716 -2.291 6.992
H -5.434 -0.931 7.896
H -4.259 -0.623 6.605
C 8.607 -1.923 -5.291
O 7.425 -2.727 -5.147
P 6.378 -2.261 -3.925
O 7.133 -2.787 -2.751
O 5.224 -3.279 -4.442
C 5.533 -4.547 -5.007
O 5.243 -1.369 -3.103
C 4.195 -0.737 -3.862
H 9.125 -2.244 -6.193
H 8.348 -0.869 -5.391
H 9.262 -2.066 -4.432
H 6.334 -5.043 -4.459
H 5.806 -4.434 -6.057
H 4.637 -5.163 -4.951
H 3.493 -1.483 -4.235
H 4.614 -0.167 -4.692
H 3.658 -0.053 -3.208
*
```

For the total energy, the calculation gives -2746.6188 hartree. The SMILES is COCCCCCCCCCc1cc2nccnc2c(C)c1I.COP(=O)(OC)OC.COP(=O)(OC)OC.

These are the Löwdin partial charges, in e, on atoms 1 to 5:
1 C -0.12
2 O -0.18
3 C -0.27
4 C -0.16
5 C -0.19